Record 1
35
Properties=species:S:1:pos:R:3 method="wB97M-V/def2-TZVPD" multiplicity=4 e_lumo_ev="0.689 / 0.481" charge=-1
Cr -0.78681 0.79666 0.85946
O -3.66379 1.23881 2.86145
S -2.82959 0.19669 2.34565
O -3.19363 -1.15326 2.70251
O -1.33347 0.44503 2.68622
O -2.66071 0.31311 0.80552
C -0.66892 -4.86268 0.50410
C -0.15229 -4.51400 -0.74257
C 0.03792 -3.18627 -1.06849
C -0.29121 -2.21125 -0.12785
C -0.80538 -2.54353 1.11516
C -0.99543 -3.88375 1.42606
N -0.13315 -0.81819 -0.39677
N 0.40446 -0.51745 -1.47688
C 0.51219 0.92914 -1.60187
C 1.57588 1.45022 -2.44511
C 2.02603 2.69530 -2.26389
C 1.48778 3.68954 -1.26550
C 1.28315 3.16265 0.17110
N -0.25245 1.58375 -0.84797
H -0.82111 -5.90682 0.74735
H 0.09477 -5.28414 -1.46179
H 0.42868 -2.89431 -2.03159
H -1.07565 -1.78340 1.83669
H -1.41290 -4.14422 2.38882
H 2.03544 0.77545 -3.15394
H 2.87118 3.01380 -2.86447
H 2.02671 4.63054 -1.35629
H 1.33419 3.99504 0.87185
O 3.16488 1.82993 0.79513
C 1.95187 1.93903 0.77678
O 1.11659 1.07736 1.28510
C -0.17496 2.99089 -0.25293
O 0.05617 3.90638 -1.38938
O -1.15645 3.04394 0.56835

Record 2
46
Properties=species:S:1:pos:R:3 method="wB97M-V/def2-TZVPD" e_above_lowest_kcal_mol=12.98 multiplicity=2 e_lumo_ev="1.611 / 1.231" charge=-1
Ru 1.47301 0.20645 0.00559
C -1.15413 -0.71741 3.31043
C -0.36779 -0.65907 2.04320
N 0.38743 0.33689 1.72716
N 0.46458 1.40260 2.55920
C 1.19004 2.38097 2.07212
N 1.29929 3.48783 2.85231
S 2.03900 2.40607 0.55340
C -0.49077 -1.67577 0.99876
C -1.40661 -2.71810 1.05223
C -1.53498 -3.56578 -0.03352
C -0.75175 -3.35796 -1.15543
C 0.14848 -2.30632 -1.14477
N 0.28250 -1.50171 -0.09420
H -0.66565 -0.10851 4.06582
H -1.24092 -1.74386 3.66635
H -2.16001 -0.31741 3.15637
H 0.60396 3.59128 3.57294
H 1.63217 4.32478 2.40739
H -2.03635 -2.83771 1.92186
H -2.25686 -4.37168 -0.00950
H -0.83334 -3.98642 -2.03021
H 0.78649 -2.07761 -1.98825
O 7.89787 -1.64167 -1.31875
C 6.76221 -1.30961 -1.09826
S 6.00503 -1.40446 0.50048
C 4.42211 -0.84336 0.00246
C 4.24434 -0.52449 -1.30505
S 2.75358 0.01453 -1.97118
S 5.64554 -0.72608 -2.34054
S 3.14066 -0.74382 1.14742
F 0.41895 3.41156 -2.55173
C -0.85715 3.16865 -2.27170
F -1.21911 3.93328 -1.24580
F -1.59242 3.50869 -3.33335
S -1.08079 1.36206 -1.86344
O -1.03246 1.32045 -0.41730
O -0.01536 0.69157 -2.55167
N -2.44557 0.93573 -2.49098
S -3.82800 1.18609 -1.76758
O -3.89519 2.40326 -1.01466
O -4.87553 0.85658 -2.68444
C -3.93069 -0.18191 -0.47651
F -3.63433 0.26256 0.74404
F -5.17764 -0.66768 -0.44002
F -3.11383 -1.20347 -0.76070